(1)
ORCA calculation (wB97M-V/def2-TZVPD) on a structure of composition C26H28AuClF5N2O2 in a non-equilibrium geometry.

Its expectation value of S² is 2.02. The total energy comes out at -2362.6743 hartree. As for the multiplicity: 3. The charge is -1.

Each line ends with the Mulliken charge.
Atoms and positions in Å:
Au (-0.1925, 0.1139, 0.2431)  1.18
Cl (1.3621, 0.2589, -2.3376)  -0.60
N (-1.2679, -1.5118, -0.7327)  -0.21
N (0.9232, 1.9939, 0.3738)  -0.32
C (-0.9918, -2.7434, -0.3814)  0.96
C (2.1873, 1.8960, 0.6827)  0.90
C (-2.1087, -1.5627, -1.9519)  1.21
C (-2.7473, -2.9382, -1.7690)  -0.84
C (-1.2558, -1.6007, -3.2066)  -1.37
C (-3.1200, -0.4345, -2.0129)  -1.43
H (-0.6600, -2.5275, -3.2331)  0.32
H (-0.5570, -0.7516, -3.2186)  0.06
H (-1.9133, -1.5703, -4.0883)  0.44
H (-3.6988, -0.4103, -1.0857)  0.25
H (-3.7968, -0.6196, -2.8558)  0.44
H (-2.6112, 0.5208, -2.1701)  0.21
C (0.6647, 3.3307, -0.2440)  1.48
C (2.0015, 4.0282, -0.0068)  -0.81
C (-0.4686, 4.0546, 0.4623)  -1.74
C (0.3839, 3.2394, -1.7223)  -1.54
H (1.0564, 2.5062, -2.1945)  0.28
H (0.5318, 4.2275, -2.1762)  0.43
H (-0.6405, 2.9085, -1.8992)  0.23
H (-0.2647, 4.1276, 1.5326)  0.45
H (-1.4161, 3.5340, 0.3088)  0.25
H (-0.5532, 5.0660, 0.0502)  0.44
O (2.9219, 2.9633, 0.3886)  -0.39
H (1.9579, 4.7451, 0.8277)  0.34
H (2.4295, 4.5130, -0.8913)  0.30
O (-1.7590, -3.6646, -0.9577)  -0.41
H (-2.9174, -3.5131, -2.6882)  0.25
H (-3.6788, -2.8804, -1.1854)  0.39
C (0.0963, -3.1663, 0.5366)  -1.64
C (2.8502, 0.7388, 1.3455)  -1.45
C (2.7296, -0.5112, 0.5393)  0.72
H (2.3152, 0.6062, 2.3008)  0.28
H (3.8927, 1.0013, 1.5432)  0.42
C (1.4783, -1.1112, 0.4187)  -0.54
C (1.3575, -2.4656, 0.1447)  0.38
H (-2.2419, 1.4143, 0.9311)  0.18
C (2.4092, -3.0630, -0.5842)  1.35
C (3.5897, -2.3442, -0.7792)  -1.04
C (2.2366, -4.4214, -1.1832)  -1.86
C (3.7862, -1.0903, -0.1967)  1.28
H (4.3735, -2.7690, -1.4162)  0.16
C (5.0663, -0.3437, -0.3903)  -2.06
H (5.7162, -0.8896, -1.0849)  0.40
H (5.6134, -0.2096, 0.5537)  0.34
H (4.8723, 0.6502, -0.8172)  0.29
H (2.0250, -5.1890, -0.4285)  0.34
H (3.1511, -4.7105, -1.7128)  0.41
H (1.4163, -4.4370, -1.9140)  0.24
H (0.1959, -4.2509, 0.5014)  0.40
H (-0.2222, -2.8556, 1.5427)  0.33
F (-0.8566, 2.4694, 3.0482)  -0.33
C (-2.1137, 1.9310, 3.0751)  0.09
C (-2.6397, 1.2904, 1.9499)  0.41
C (-3.6767, 0.3958, 2.1892)  -0.51
F (-4.0185, -0.5427, 1.2573)  -0.28
C (-4.3420, 0.3394, 3.4109)  -0.26
F (-5.3391, -0.5477, 3.6058)  -0.28
C (-3.9292, 1.1654, 4.4564)  0.75
F (-4.6260, 1.1862, 5.6116)  -0.30
C (-2.7583, 1.9072, 4.3092)  -0.14
F (-2.2084, 2.5239, 5.3753)  -0.26

(2)
ORCA calculation (wB97M-V/def2-TZVPD) on an isolated molecule of C4H6O2.

The total energy comes out at -306.5060 hartree. As for the multiplicity: 1. Its SMILES is O=C1CCCO1. The charge is 0.

Each line ends with the Mulliken charge.
Atoms and positions in Å:
O (2.3548, 1.1377, -0.3602)  -0.56
C (1.2440, 0.7132, -0.1987)  0.48
C (0.7644, -0.7227, -0.3401)  -0.34
C (-0.6377, -0.7231, 0.2606)  -0.44
C (-1.0202, 0.7682, 0.2400)  -0.38
O (0.2000, 1.5078, 0.1411)  -0.35
H (0.7710, -0.9751, -1.4056)  0.24
H (1.4721, -1.3905, 0.1552)  0.28
H (-1.3485, -1.3291, -0.3089)  0.29
H (-0.6233, -1.1034, 1.2863)  0.25
H (-1.5285, 1.0945, 1.1513)  0.29
H (-1.6481, 1.0224, -0.6209)  0.25

(3)
ORCA calculation (wB97M-V/def2-TZVPD) on a structure of composition C6H6IN2 in a non-equilibrium geometry.

The total energy comes out at -639.0250 hartree. As for the multiplicity: 1. The charge is +1.

Each line ends with the Mulliken charge.
Atoms and positions in Å:
C (-2.1592, -3.6907, 1.6084)  0.05
C (-0.1505, -0.8386, 0.0265)  -0.56
C (-0.3749, 1.0949, 1.1907)  -0.09
C (-0.9283, -0.9430, 1.1389)  0.72
C (-1.1495, 0.2236, 1.8863)  -0.69
C (0.7384, 1.1313, -1.0026)  -0.82
N (-1.6787, -2.6590, 1.6304)  -0.16
N (0.1732, 0.4604, 0.0790)  0.17
I (-2.4956, 0.3573, 3.4897)  0.22
H (-2.6631, -4.6206, 1.7192)  0.41
H (0.0440, -1.6829, -0.7227)  0.34
H (-0.2027, 2.0951, 1.4483)  0.49
H (1.8471, 1.1550, -1.1880)  0.27
H (0.2473, 0.7604, -1.9209)  0.36
H (0.4668, 2.2683, -0.7891)  0.27

(4)
ORCA calculation (wB97M-V/def2-TZVPD) on a structure of composition C14H30F6MgO7S3 in a non-equilibrium geometry.

The total energy comes out at -3071.9090 hartree. As for the multiplicity: 1. The charge is 0.

Each line ends with the Mulliken charge.
Atoms and positions in Å:
Mg (0.2125, 0.3351, 0.0076)  1.22
C (0.1211, 2.5812, 1.3984)  0.28
O (0.9549, 1.4383, 1.5485)  0.69
O (-0.6633, 2.1205, 0.3045)  -0.90
C (-0.6144, 3.2017, 2.6587)  0.52
F (-1.1595, 2.2560, 3.4110)  -0.25
F (0.1507, 4.0375, 3.3782)  -0.31
F (-1.5557, 4.0268, 2.4286)  -0.29
C (1.9281, 1.4422, 2.6009)  -0.50
C (2.8913, 0.2003, 2.4720)  -1.03
H (2.2571, -0.6276, 2.7888)  0.07
H (3.3980, 0.0263, 1.5228)  0.15
H (3.6609, 0.2211, 3.2436)  0.50
H (1.4935, 1.3218, 3.5932)  0.35
H (2.5852, 2.3041, 2.4850)  0.30
H (0.8442, 3.3484, 1.1218)  0.19
C (-1.5944, -0.9643, -2.5807)  -0.14
O (-2.4249, 0.2516, -2.6668)  -0.44
O (-0.5919, -0.6526, -1.5885)  -0.37
C (-2.4931, -2.2409, -2.4161)  0.60
F (-3.2068, -2.2867, -1.3229)  -0.20
F (-3.4626, -2.3236, -3.3951)  -0.33
F (-1.7453, -3.3328, -2.5082)  -0.26
C (-3.3223, 0.5507, -1.6191)  0.27
C (-4.0434, 1.9331, -1.8972)  -1.52
H (-4.9034, 2.1349, -1.2585)  0.39
H (-3.3304, 2.6933, -1.5782)  0.33
H (-4.4698, 2.0182, -2.8967)  0.36
H (-2.9897, 0.6916, -0.5906)  -0.05
H (-4.1589, -0.1356, -1.7499)  0.32
H (-1.1542, -1.1432, -3.5617)  0.17
C (3.5510, 2.7419, -2.2335)  -0.92
S (2.2305, 1.4461, -2.5268)  0.23
O (1.7450, 1.1127, -1.1222)  -0.59
C (0.8499, 2.5478, -3.2098)  -0.90
H (3.6501, 3.4220, -3.0795)  0.39
H (4.5711, 2.4134, -2.0346)  0.32
H (3.0792, 3.2956, -1.4218)  0.23
H (0.4798, 3.4340, -2.6943)  0.29
H (0.0062, 1.8853, -3.4029)  0.16
H (1.2512, 2.9842, -4.1245)  0.51
C (-0.4421, -2.0078, 3.7437)  -0.94
S (-1.5450, -1.1614, 2.5976)  0.30
O (-0.6161, -0.7095, 1.4307)  -0.64
C (-2.6200, -2.5415, 2.0424)  -0.77
H (0.2178, -1.3551, 4.3151)  0.27
H (0.2491, -2.6781, 3.2327)  0.25
H (-1.1261, -2.5709, 4.3787)  0.48
H (-3.4036, -2.9018, 2.7090)  0.46
H (-2.0249, -3.4264, 1.8169)  0.29
H (-3.1420, -2.1758, 1.1582)  0.12
C (3.4728, -2.7042, -0.5645)  -1.08
S (1.9022, -2.5752, 0.5277)  0.36
O (1.4861, -1.1197, 0.3698)  -0.14
C (0.7535, -3.5595, -0.5318)  -0.60
H (3.3509, -1.9931, -1.3815)  0.25
H (3.5136, -3.7493, -0.8716)  0.43
H (4.4249, -2.4086, -0.1239)  0.35
H (-0.2540, -3.1710, -0.3830)  -0.15
H (0.7617, -4.6418, -0.4026)  0.59
H (1.0136, -3.2595, -1.5469)  0.32

(5)
ORCA calculation (wB97M-V/def2-TZVPD) on a cluster of 3 separate species, C5H16O3 in total in a non-equilibrium geometry.

The total energy comes out at -425.7869 hartree. As for the multiplicity: 1. Its SMILES is CC(C)CCO.O.O. The charge is 0.

Each line ends with the Mulliken charge.
Atoms and positions in Å:
C (-1.7382, -1.1607, 0.4260)  -1.62
C (-0.9232, -0.1100, -0.3165)  1.20
C (-1.7737, 0.3964, -1.4783)  -1.61
C (0.4216, -0.6193, -0.7758)  -0.59
C (1.4400, 0.4695, -1.1281)  -0.60
O (2.5285, 0.5187, -0.1602)  -0.66
H (-1.4190, -1.5232, 1.4019)  0.45
H (-2.7464, -0.7604, 0.5840)  0.38
H (-1.9401, -2.0594, -0.1671)  0.32
H (-0.8607, 0.7562, 0.3492)  -0.09
H (-2.2323, -0.3874, -2.0958)  0.36
H (-1.2156, 0.9799, -2.2178)  0.36
H (-2.6471, 1.0153, -1.2498)  0.41
H (0.8558, -1.2601, 0.0029)  0.28
H (0.4657, -1.3830, -1.5618)  0.45
H (2.0278, 0.1605, -1.9923)  0.32
H (1.0636, 1.4834, -1.2419)  0.40
H (2.1913, 0.4489, 0.7327)  0.30
O (1.3775, 2.6785, 1.2307)  -0.67
H (0.8403, 1.9441, 1.5073)  0.28
H (2.1089, 2.2699, 0.7364)  0.43
O (0.8737, -1.0566, 2.6818)  -0.67
H (0.0831, -0.8684, 2.1749)  0.25
H (1.2185, -1.9331, 2.5576)  0.34